Below is a cluster of 12 separate species, C36H96O12 in total in a non-equilibrium geometry, with properties calculated with ωB97M-V/def2-TZVPD.

XYZ file:
```
144
Properties=species:S:1:pos:R:3:forces:R:3:lowdin_charge:R:1
C 2.154612 -1.780898 3.553763 0.8 -0.5 -0.7 -0.05
C 2.506912 -3.206544 3.983734 -0.9 0.7 -0.7 -0.52
C 2.720126 -4.227206 2.852276 -0.6 0.4 0.4 -0.03
O 3.585913 -3.150873 4.849750 1.8 -0.3 0.6 -0.04
H 1.971791 -1.190092 4.451334 -0.7 0.1 -0.1 0.08
H 1.373790 -1.814464 2.793959 -0.4 0.4 0.4 0.07
H 3.011235 -1.295775 3.085836 0.3 -0.1 -0.2 0.07
H 1.663190 -3.505973 4.605495 -0.5 -0.6 -0.3 0.12
H 1.808918 -4.237799 2.254211 -0.3 -0.3 0.2 0.07
H 2.889559 -5.202169 3.309260 0.0 -0.1 -0.2 0.08
H 3.478146 -4.038443 2.092090 0.5 0.4 0.5 0.06
H 3.452792 -2.398206 5.430599 0.1 0.0 0.1 0.08
C 1.180006 3.689574 2.525902 -1.5 0.1 1.1 -0.06
C 1.861916 2.419403 2.990538 0.2 0.6 -1.7 -0.51
C 2.817468 1.912301 1.944159 -0.3 -0.7 -0.4 -0.06
O 2.598925 2.616041 4.163941 0.1 0.1 1.1 -0.03
H 0.430283 3.533427 1.750252 0.5 -0.2 -0.4 0.05
H 1.764715 4.590748 2.341208 0.4 -0.3 -0.2 0.09
H 0.498917 3.923874 3.344020 0.0 0.5 0.3 0.07
H 1.058022 1.700357 3.148158 0.1 -0.3 0.3 0.13
H 2.297498 1.687804 1.012857 -0.1 0.0 -0.1 0.06
H 3.239752 0.966545 2.283737 0.3 0.2 0.1 0.05
H 3.583973 2.654594 1.721477 0.1 -0.1 0.1 0.10
H 2.636603 3.559324 4.338323 0.0 0.0 0.1 0.08
C -4.378388 -3.416788 -0.912937 -0.7 0.5 -0.2 -0.09
C -3.882079 -2.363643 -1.898661 0.0 0.3 0.1 -0.54
C -4.327739 -0.948146 -1.595386 0.0 0.2 0.8 -0.09
O -2.472659 -2.360467 -1.869956 0.5 0.6 0.7 -0.28
H -4.172153 -3.115586 0.114122 0.6 -0.1 0.0 0.06
H -3.958896 -4.387191 -1.178366 0.0 0.0 0.3 0.06
H -5.466672 -3.477993 -0.912722 -0.3 -0.1 -0.4 0.06
H -4.132548 -2.628567 -2.925877 -0.5 -0.1 -0.1 0.10
H -3.784347 -0.161362 -2.118634 -0.2 -0.3 -0.8 0.07
H -4.050659 -0.687534 -0.573916 -0.2 -0.3 0.5 0.06
H -5.407040 -0.817262 -1.673473 0.0 0.0 -0.2 0.07
H -2.191006 -2.954577 -2.569458 0.8 -0.6 -0.7 0.00
C -1.990972 2.214832 3.052476 -0.2 1.4 0.6 -0.04
C -3.478982 2.061489 3.512552 1.4 0.1 -0.8 -0.40
C -4.261164 3.384199 3.797783 0.0 -0.5 -0.3 -0.02
O -4.078579 1.345973 2.432452 -1.3 0.8 -0.3 -0.09
H -1.893602 2.943314 2.247542 -0.5 0.0 -0.3 0.05
H -1.501638 1.309771 2.692574 -0.4 -0.2 0.5 0.06
H -1.391326 2.702677 3.820938 0.2 -0.3 0.4 0.07
H -3.499449 1.379641 4.362706 -0.1 0.2 0.4 0.12
H -3.868519 4.289499 3.334791 0.4 -0.2 -0.3 0.07
H -4.382293 3.632391 4.852217 0.3 -0.4 0.1 0.07
H -5.272873 3.285261 3.404386 -0.1 -0.2 0.0 0.07
H -3.598512 0.516573 2.375649 0.3 -0.7 0.0 0.05
C -6.151510 4.361809 -0.716945 0.7 0.8 0.5 -0.07
C -5.664953 3.237674 0.166044 -1.2 -0.3 -1.5 -0.49
C -6.181863 1.937309 -0.435076 0.4 -0.5 1.3 -0.06
O -4.248995 3.194368 0.234255 -0.4 0.8 0.0 -0.06
H -5.589405 4.326665 -1.650176 -0.3 0.2 -0.2 0.08
H -5.972621 5.303345 -0.197701 0.3 0.3 -0.3 0.07
H -7.231763 4.343134 -0.861172 0.1 -0.4 -0.2 0.08
H -6.161888 3.391236 1.123947 0.4 -0.2 0.5 0.13
H -5.759720 1.673873 -1.404861 -0.2 0.4 -0.2 0.08
H -7.270789 1.942338 -0.387018 0.0 -0.2 -0.4 0.08
H -5.830442 1.163459 0.247399 -0.2 -0.4 0.0 0.07
H -4.076763 2.521349 0.896817 0.4 -0.7 0.5 0.05
C 3.112693 -4.665390 -1.888937 0.6 0.1 -0.6 -0.06
C 3.484231 -5.832480 -2.828182 -0.8 1.5 -1.3 -0.50
C 3.416767 -5.421445 -4.320118 -0.8 0.9 0.2 -0.08
O 4.824129 -6.120178 -2.651995 1.6 -0.8 1.5 -0.06
H 3.711034 -3.795855 -2.160960 -0.1 0.2 -0.5 0.05
H 3.389655 -4.780548 -0.841021 -0.3 -0.8 0.1 0.07
H 2.053930 -4.423957 -1.982927 0.0 0.0 0.1 0.07
H 2.765634 -6.629701 -2.638001 0.3 -0.6 0.1 0.12
H 3.981727 -6.022405 -5.032703 -0.2 -0.8 0.3 0.07
H 3.920370 -4.462522 -4.442377 -0.2 0.3 0.3 0.06
H 2.387541 -5.308289 -4.660691 0.0 0.0 -0.2 0.06
H 5.102494 -6.797208 -3.273086 -0.1 0.0 -0.1 0.08
C 0.746127 -1.251407 -0.849408 1.5 1.0 -0.2 -0.05
C -0.161924 -0.776282 0.264267 -0.1 0.2 -1.5 -0.47
C -0.953010 0.430147 -0.208187 -0.8 0.6 0.8 -0.05
O -1.059162 -1.832684 0.457431 -0.5 -0.4 2.0 -0.09
H 1.372141 -2.108157 -0.600019 -0.4 -0.3 0.1 0.07
H 1.477932 -0.484367 -1.102784 0.2 0.4 0.0 0.07
H 0.206502 -1.402364 -1.784351 -0.3 -0.4 0.2 0.08
H 0.377577 -0.521634 1.176512 0.0 -0.3 0.2 0.12
H -1.447938 0.233166 -1.159154 0.5 0.2 -0.4 0.08
H -0.434255 1.385099 -0.124110 0.5 -0.1 -0.7 0.06
H -1.799318 0.633145 0.448051 -0.2 -0.4 0.5 0.06
H -1.545377 -1.899068 -0.367666 -0.6 -0.7 -0.8 0.04
C 0.559515 1.838542 -3.301432 -0.1 0.5 -0.4 -0.04
C 1.569166 2.988865 -3.059561 0.8 -2.3 0.7 -0.45
C 2.204821 2.870884 -1.661721 -1.4 0.4 0.2 -0.05
O 2.636579 2.773311 -3.963820 0.1 1.2 -1.2 -0.07
H -0.131324 1.611044 -2.489599 0.1 0.2 0.0 0.05
H 1.113803 0.932396 -3.545918 0.2 -0.1 0.4 0.06
H -0.010288 2.022120 -4.212320 -0.2 0.2 0.0 0.07
H 1.130462 3.972564 -3.226825 0.2 0.0 -0.1 0.12
H 2.789186 3.762614 -1.434939 0.1 -0.1 0.1 0.08
H 2.790122 1.964861 -1.504695 0.1 0.0 -0.5 0.06
H 1.361468 2.767808 -0.978910 0.1 0.3 0.5 0.04
H 2.943061 1.871020 -3.847397 0.2 -0.3 0.2 0.03
C -4.247246 -2.288226 3.782267 0.4 -0.3 0.0 -0.04
C -2.747260 -1.925447 3.843992 -0.7 -0.7 0.2 -0.48
C -1.731087 -3.080106 3.694743 -1.0 0.6 0.8 -0.03
O -2.485162 -1.015234 2.827259 0.1 1.4 -0.4 -0.08
H -4.558762 -2.513240 2.762255 0.2 -0.5 -0.1 0.07
H -4.889798 -1.448471 4.046896 0.3 0.2 0.3 0.07
H -4.448290 -3.120380 4.456954 -0.2 -0.1 -0.1 0.07
H -2.616152 -1.410447 4.795674 0.4 0.0 0.1 0.13
H -0.738102 -2.676105 3.891898 0.0 -0.1 -0.2 0.06
H -1.789198 -3.471159 2.678963 0.1 -0.2 0.1 0.08
H -1.953853 -3.831411 4.452379 0.1 -0.3 -0.2 0.08
H -2.191379 -1.523514 2.067698 0.4 0.0 -0.9 0.05
C 5.872771 -2.416116 0.489400 -0.5 0.0 -0.3 -0.04
C 4.908371 -1.724609 -0.485933 -0.2 0.0 1.4 -0.48
C 4.630817 -0.273512 -0.111643 0.3 -0.1 -0.7 -0.03
O 5.426718 -1.707106 -1.783182 1.0 0.1 -1.1 -0.06
H 5.593391 -2.270418 1.532870 -0.1 0.3 0.0 0.08
H 6.876494 -2.026659 0.319230 0.1 -0.1 0.1 0.09
H 5.825353 -3.495323 0.343878 0.3 -0.1 -0.2 0.07
H 3.996424 -2.316259 -0.565983 -0.4 0.2 0.5 0.11
H 4.032680 0.174654 -0.905038 -0.8 -0.1 0.5 0.05
H 5.533616 0.327470 -0.220648 0.5 -0.2 0.4 0.10
H 4.237364 -0.170628 0.899648 -0.2 0.0 -0.4 0.06
H 5.959187 -2.492297 -1.929930 0.0 -0.1 -0.1 0.11
C 2.478002 -1.710038 -4.054582 1.2 0.0 -0.5 -0.04
C 3.791440 -0.879797 -4.376431 -1.2 -0.5 -1.0 -0.46
C 3.709176 -0.096262 -5.681730 0.0 0.3 -0.6 -0.06
O 4.081205 0.040990 -3.382208 -0.1 1.1 0.9 -0.07
H 2.438322 -1.926378 -2.987004 0.0 0.0 0.0 0.05
H 2.545180 -2.663816 -4.577936 0.0 -0.1 0.0 0.05
H 1.515033 -1.304632 -4.365137 0.2 0.6 0.0 0.06
H 4.633440 -1.571367 -4.405862 0.0 -0.3 -0.3 0.12
H 4.376644 0.759643 -5.781730 0.5 -0.1 0.8 0.08
H 2.741007 0.397168 -5.767143 -0.3 -0.4 -0.3 0.07
H 3.982160 -0.670530 -6.567052 -0.6 -0.4 0.0 0.07
H 4.641568 -0.450805 -2.777456 0.2 0.1 0.5 0.03
C -0.967896 4.442195 -0.644696 0.8 1.5 -0.2 -0.05
C -1.810433 5.639984 -0.075840 -1.6 -2.4 -0.3 -0.39
C -2.969808 5.980366 -1.033579 0.6 0.3 -0.6 -0.07
O -2.397161 5.128673 1.154155 1.0 1.2 0.0 -0.10
H -0.063425 4.359270 -0.042075 -0.2 -0.3 0.1 0.04
H -0.580465 4.623575 -1.647244 -0.1 0.4 -0.2 0.07
H -1.480244 3.485760 -0.748728 -0.4 0.2 0.6 0.08
H -1.240328 6.540191 0.153730 0.2 -0.3 0.1 0.13
H -3.817767 6.453452 -0.538361 0.1 0.0 0.2 0.07
H -3.320803 5.114518 -1.595025 -0.1 -0.3 0.4 0.07
H -2.624451 6.649350 -1.821801 0.1 0.3 0.0 0.07
H -3.045614 4.482778 0.864445 -0.5 -0.4 -0.1 0.02
```
Positions in Å, forces in eV/Å.

Values from the calculation:
- charge = -1
- orbital gap (alpha / beta) (eV) = 1.79 / 9.71
- <S²> = 0.75
- relative energy (zero: lowest compared OMol25 entry of this formula, charge and spin) (eV) = 0.340
- 2S+1 = 2
- total energy (eV) = -63456.8826
- LUMO energy (alpha / beta) (hartree) = 0.081 / 0.080
- largest force on an atom (hartree/bohr) = 0.056
- molecular weight (g mol⁻¹) = 721.2